(1)
Entry from OMol25: a molecular structure, C51H66BN8O3SiSn (ωB97M-V/def2-TZVPD).

```
131
Properties=species:S:1:pos:R:3:forces:R:3
Sn -0.3209 0.0487 0.1831 0.46 -0.31 -0.07
C 2.2959 2.9970 -1.3666 0.17 0.05 0.05
C 2.6019 1.5701 -1.8416 -0.02 -0.04 -0.03
C 3.8060 1.5594 -2.7765 -0.01 -0.03 0.00
C 2.8255 0.7320 -0.6154 0.05 0.07 0.01
C 4.0658 0.4940 -0.0397 -0.01 0.03 0.05
C 3.8450 0.0167 1.2425 0.01 0.07 0.02
C 4.9924 -0.3379 2.1733 -0.01 0.01 -0.01
C 4.7145 -0.7360 3.6179 0.01 -0.05 -0.09
C 6.0258 0.7978 2.1622 0.00 0.00 0.00
N 2.5063 -0.0753 1.4060 -0.09 0.08 -0.02
N 1.8793 0.3431 0.2551 -0.09 -0.39 0.02
B 1.5668 -0.0375 2.6320 -0.04 0.08 0.06
N 0.4962 -1.1956 2.5966 -0.02 0.06 -0.20
N -0.7723 -0.7781 2.2716 -0.33 0.02 -0.01
C -1.6434 -1.7003 2.6993 0.11 0.05 0.06
C -0.9223 -2.7734 3.2165 0.04 -0.05 -0.02
C 0.4173 -2.4325 3.1306 0.00 -0.01 0.12
C 1.5603 -3.2893 3.5838 -0.03 0.00 0.06
C 2.5723 -3.5185 2.4570 0.05 0.04 0.02
C 2.1435 -2.7929 4.9122 -0.02 0.02 0.00
C -3.1142 -1.4352 2.9145 -0.02 -0.03 0.00
C -4.0091 -2.6028 2.5061 0.00 -0.02 -0.04
C -3.6193 -0.0975 2.3880 0.00 0.00 0.02
N 0.7548 1.3431 2.5746 0.10 0.07 0.05
N -0.1329 1.6580 1.5666 0.09 -0.02 -0.18
C -0.6843 2.8435 1.8120 -0.04 0.01 -0.12
C -0.1237 3.3450 2.9796 -0.08 -0.05 0.08
C 0.7594 2.3822 3.4390 0.01 -0.05 0.00
C 1.5987 2.5316 4.6782 -0.03 0.02 0.01
C 1.3121 1.4917 5.7651 0.00 0.02 -0.03
C 3.0806 2.6686 4.3265 0.01 0.01 0.02
C -1.7526 3.4522 0.9482 -0.04 0.06 0.02
C -2.1694 2.5469 -0.2007 -0.06 -0.02 0.02
C -2.9673 3.8299 1.8022 0.03 0.05 0.00
H 2.1070 3.6477 -2.2211 0.08 -0.01 0.05
H 3.1446 3.4033 -0.8114 0.01 -0.02 0.02
H 1.4252 3.0246 -0.7056 0.00 -0.01 0.00
H 1.7500 1.1920 -2.3894 -0.04 -0.03 0.00
H 4.6794 2.0230 -2.3135 0.01 0.00 -0.01
H 3.5694 2.1286 -3.6756 0.00 0.00 0.00
H 4.0644 0.5446 -3.0815 -0.01 -0.01 -0.01
H 5.0197 0.6912 -0.4924 0.01 -0.01 -0.01
H 5.4574 -1.2060 1.6919 -0.01 0.00 0.01
H 4.3756 0.1019 4.2232 -0.03 0.02 0.02
H 5.6488 -1.0906 4.0549 0.00 0.00 -0.01
H 3.9920 -1.5371 3.7011 0.02 -0.05 -0.08
H 5.5874 1.7181 2.5528 0.00 0.00 0.01
H 6.4131 1.0039 1.1670 0.00 0.00 0.00
H 6.8691 0.5293 2.7983 0.00 0.00 0.00
H 2.1894 -0.0720 3.6302 0.01 0.01 0.03
H -1.3101 -3.6685 3.6733 -0.02 -0.01 0.00
H 1.1037 -4.2592 3.7953 0.02 0.00 0.02
H 2.8532 -2.5942 1.9554 0.06 0.06 0.03
H 2.1435 -4.1730 1.6977 -0.01 0.02 -0.02
H 3.4757 -3.9924 2.8425 -0.01 -0.02 0.00
H 2.4789 -1.7590 4.8620 -0.06 -0.05 0.04
H 2.9906 -3.4122 5.2083 0.01 -0.01 0.00
H 1.3877 -2.8551 5.6958 0.00 -0.01 0.01
H -3.1696 -1.3672 4.0083 -0.01 -0.02 -0.01
H -4.0556 -2.7141 1.4232 0.00 0.01 0.05
H -5.0245 -2.4332 2.8651 -0.01 0.00 0.00
H -3.6602 -3.5448 2.9298 0.00 0.00 0.00
H -3.7258 -0.1035 1.3063 -0.01 0.00 -0.03
H -2.9459 0.7132 2.6738 0.01 0.00 -0.01
H -4.5998 0.1123 2.8170 0.00 0.00 0.02
H -0.3395 4.2867 3.4541 0.00 0.00 0.01
H 1.2810 3.4943 5.0871 0.00 -0.01 0.00
H 1.6650 0.4989 5.4994 0.03 -0.05 -0.02
H 0.2425 1.4281 5.9692 0.00 0.00 -0.01
H 1.8127 1.7880 6.6873 0.00 0.00 0.00
H 3.4359 1.8075 3.7669 0.01 -0.03 -0.02
H 3.6789 2.7589 5.2339 0.00 0.00 0.00
H 3.2523 3.5555 3.7151 -0.01 0.00 0.00
H -1.3361 4.3771 0.5366 0.03 -0.03 -0.04
H -2.6831 1.6516 0.1708 0.04 0.02 0.01
H -1.3333 2.2628 -0.8414 -0.02 0.08 -0.04
H -2.8811 3.0547 -0.8519 -0.01 0.02 0.01
H -3.4360 2.9382 2.2206 0.00 -0.01 0.01
H -3.7060 4.3482 1.1910 0.00 0.00 -0.01
H -2.6910 4.4856 2.6268 -0.01 0.01 0.00
O 0.0022 -2.0049 -0.1957 0.11 0.04 0.02
N -1.0320 -2.6695 -0.5721 -0.06 0.06 0.06
N -2.1146 -2.0241 -0.5939 -0.03 0.10 0.00
O -2.2198 -0.7393 -0.2705 0.07 -0.22 0.04
C -3.3336 -2.7084 -0.9458 -0.09 0.05 0.04
C -3.3375 -4.0935 -1.0370 0.00 -0.01 -0.03
C -4.5326 -4.7292 -1.3209 0.02 0.00 0.01
C -5.6989 -3.9931 -1.4946 -0.02 0.01 0.01
C -5.6686 -2.6123 -1.3947 0.03 0.00 0.04
C -4.4778 -1.9540 -1.1224 0.00 -0.03 0.10
H -2.4295 -4.6560 -0.8813 0.00 -0.01 0.00
H -4.5549 -5.8080 -1.3940 0.00 0.00 0.00
H -6.6307 -4.5005 -1.7049 0.00 0.00 0.00
H -6.5733 -2.0363 -1.5345 0.00 0.01 -0.01
H -4.4362 -0.8784 -1.0495 0.00 0.01 -0.02
O -0.1854 0.4161 -1.7159 -0.27 0.60 0.04
Si -0.6026 0.3698 -3.3061 0.12 -0.19 0.09
C -0.8112 2.0895 -4.0039 -0.04 0.01 -0.06
C -1.4092 2.2477 -5.2597 -0.01 0.01 0.01
C -1.5507 3.5006 -5.8369 0.00 0.02 0.00
C -1.1016 4.6294 -5.1647 0.00 0.00 -0.02
C -0.5059 4.4969 -3.9195 -0.01 -0.03 -0.02
C -0.3617 3.2379 -3.3529 0.00 -0.05 0.10
C 0.8256 -0.5288 -4.1175 0.01 0.03 -0.08
C 1.2116 -0.2634 -5.4329 0.01 0.03 0.01
C 2.2571 -0.9557 -6.0284 0.01 -0.01 0.01
C 2.9352 -1.9351 -5.3169 0.00 0.00 0.00
C 2.5669 -2.2156 -4.0080 0.02 0.02 -0.01
C 1.5256 -1.5153 -3.4162 -0.03 -0.02 0.04
C -2.1785 -0.5751 -3.6567 -0.02 -0.08 0.06
C -3.4145 0.0681 -3.7791 0.01 0.04 0.00
C -4.5584 -0.6325 -4.1292 -0.02 -0.01 0.00
C -4.4940 -2.0027 -4.3442 0.06 -0.01 -0.08
C -3.2832 -2.6657 -4.2102 -0.03 0.01 -0.10
C -2.1374 -1.9545 -3.8796 0.01 0.03 -0.05
H -1.7826 1.3804 -5.7937 0.00 -0.01 -0.01
H -2.0156 3.5978 -6.8092 0.00 0.00 -0.01
H -1.2148 5.6082 -5.6119 0.00 0.01 0.00
H -0.1486 5.3734 -3.3933 0.00 0.01 0.01
H 0.1227 3.1502 -2.3883 -0.18 -0.01 -0.09
H 0.7011 0.5050 -6.0024 -0.01 0.01 0.00
H 2.5442 -0.7299 -7.0471 0.00 0.00 -0.01
H 3.7492 -2.4771 -5.7810 0.00 0.00 0.00
H 3.0936 -2.9777 -3.4473 0.00 -0.01 0.00
H 1.2564 -1.7378 -2.3884 0.03 0.00 0.00
H -3.4776 1.1412 -3.6334 -0.01 0.00 0.01
H -5.5011 -0.1110 -4.2379 -0.01 0.01 -0.01
H -5.3852 -2.5513 -4.6205 0.00 0.00 -0.01
H -3.2269 -3.7326 -4.3845 0.00 -0.01 0.00
H -1.1897 -2.4792 -3.8194 0.02 -0.02 0.00
```
Forces are in eV/Å.

charge = +1
orbital gap = 8.583 eV
LUMO level = -2.37 eV
maximum force = 0.66 eV Å⁻¹
ΔE to the lowest compared entry with this formula, charge and spin = 121.1 kJ/mol
2S+1 = 1

Atom charges from the Löwdin analysis, given in e for atoms 1 to 6:
1 Sn 1.31
2 C -0.05
3 C -0.35
4 C -0.05
5 C -0.20
6 C 0.05

(2)
Entry from OMol25: a molecular structure, C29H58BrF2NO26Sb at a distorted geometry (ωB97M-V/def2-TZVPD).

```
118
Properties=species:S:1:pos:R:3:forces:R:3
O 4.6260 -0.1865 0.9739 -1.12 -0.16 -0.97
C 3.8921 0.0198 0.0479 2.11 0.15 1.36
F 2.5490 -0.1348 0.1971 -0.03 -0.15 -0.44
N 4.2955 0.4481 -1.2051 -1.48 0.25 0.52
C 4.7773 1.8571 -1.2584 1.24 -0.14 -0.87
O 5.1847 2.2040 -2.3413 -0.55 -0.12 0.44
Sb 4.8182 3.3534 0.4367 -0.09 1.56 1.00
F 6.4941 2.4112 1.0508 -0.26 -0.06 -0.14
C 3.0231 4.3787 -0.3608 0.11 -0.92 0.10
C 1.9334 3.4522 -0.8814 -0.21 0.71 0.15
C 1.0771 2.7794 0.1662 -0.04 -0.33 -0.48
Br -0.3840 3.9139 0.7969 0.15 0.02 0.17
H 3.5040 0.4022 -1.8400 0.17 -0.17 -0.39
H 3.8084 2.3506 1.4415 0.14 -0.32 -0.18
H 4.9978 4.4698 1.7698 0.00 -0.13 -0.08
H 5.8269 4.3605 -0.5632 0.13 -0.41 -0.16
H 2.6172 4.9682 0.4518 -0.03 0.30 0.22
H 3.3494 5.0314 -1.1587 0.18 0.26 -0.14
H 2.3112 2.6778 -1.5445 0.26 -0.19 -0.11
H 1.2539 4.0454 -1.4841 -0.23 0.01 -0.42
H 1.6335 2.4038 1.0071 0.11 0.18 0.46
H 0.5832 1.9416 -0.2972 -0.37 -0.30 0.00
C -4.2061 -2.1032 -1.2314 -0.31 -0.11 -0.17
O -3.1259 -1.3039 -0.7539 0.84 -2.31 -1.80
C -2.0583 -2.0079 -0.3712 -0.07 -0.34 -0.14
O -1.9622 -3.2066 -0.4061 0.05 -0.08 0.02
O -1.1456 -1.1572 0.0771 0.77 -0.53 -0.33
C 0.0658 -1.7652 0.5485 0.05 -0.23 0.18
H -5.0074 -1.4240 -1.5068 0.07 0.19 0.09
H -3.9064 -2.6740 -2.1084 0.06 -0.07 0.07
H -4.5586 -2.7727 -0.4501 0.03 -0.07 0.01
H 0.5664 -2.3042 -0.2525 -0.07 -0.05 -0.02
H -0.1506 -2.4364 1.3785 -0.06 -0.10 -0.10
H 0.6993 -0.9674 0.8957 -0.03 0.25 0.02
C -3.2803 0.3795 0.5929 -0.43 1.15 0.88
O -3.6359 1.5074 1.4033 -0.23 0.42 0.35
C -4.8389 2.0049 1.1676 0.59 -0.20 0.11
O -5.6365 1.5949 0.3641 -0.29 -0.02 -0.16
O -5.0306 3.0366 1.9934 -0.17 0.18 0.11
C -6.3026 3.6649 1.8554 -0.06 0.14 0.06
H -2.2805 0.0870 0.8961 -0.53 0.56 0.20
H -3.9685 -0.4480 0.7622 -0.26 0.76 0.45
H -3.2674 0.6520 -0.4588 -0.23 0.49 0.40
H -7.1062 2.9639 2.0761 -0.02 -0.03 -0.10
H -6.4257 4.0694 0.8527 -0.05 -0.08 -0.04
H -6.3240 4.4768 2.5765 0.10 -0.01 0.04
C -5.8673 -0.7348 3.5926 -0.09 0.27 -0.02
O -5.4306 -1.9184 2.9205 0.11 0.03 -0.08
C -5.7641 -3.0636 3.5057 -0.19 0.22 -0.07
O -6.3797 -3.1845 4.5327 -0.07 0.00 0.03
O -5.2983 -4.0565 2.7534 0.04 -0.11 0.26
C -5.5778 -5.3615 3.2623 0.37 -0.23 0.94
H -5.5137 0.1012 2.9993 0.08 -0.06 -0.11
H -6.9535 -0.7008 3.6485 -0.01 -0.10 0.06
H -5.4376 -0.6685 4.5878 -0.03 -0.10 0.06
H -6.6515 -5.5266 3.3267 -0.05 0.02 0.04
H -5.1158 -5.4999 4.2378 -0.10 0.14 0.11
H -5.1455 -6.0644 2.5568 0.30 0.35 1.29
C -9.8297 -5.8575 -1.2113 -0.19 0.00 -0.08
O -8.7392 -5.0673 -0.7391 -0.09 0.06 -0.04
C -7.6758 -5.7764 -0.3613 0.07 0.18 0.02
O -7.5835 -6.9743 -0.3908 -0.02 -0.19 0.01
O -6.7408 -4.9278 0.0529 0.02 0.11 0.05
C -5.5296 -5.5504 0.4899 0.35 -0.29 -0.89
H -10.6183 -5.1618 -1.4820 0.06 0.10 0.03
H -9.5375 -6.4320 -2.0881 0.04 -0.08 0.05
H -10.1885 -6.5245 -0.4299 0.06 -0.07 -0.02
H -5.0681 -6.1074 -0.3225 -0.11 -0.09 -0.11
H -5.7143 -6.2081 1.3369 -0.41 -0.03 -1.54
H -4.8583 -4.7541 0.7964 -0.17 -0.06 -0.17
C 2.6484 2.4713 -8.5062 -0.14 0.06 -0.11
O 3.0514 2.4250 -7.1416 -0.10 0.05 -0.04
C 4.2168 1.8006 -6.9370 0.00 0.02 0.19
O 4.8976 1.3054 -7.7984 0.05 -0.05 -0.14
O 4.4750 1.8265 -5.6416 0.00 0.00 0.05
C 5.7014 1.1907 -5.2589 0.31 -0.20 0.22
H 1.6990 2.9990 -8.5289 0.00 0.02 0.11
H 3.3771 3.0137 -9.1062 0.06 -0.08 -0.03
H 2.5126 1.4668 -8.9035 0.09 -0.01 -0.03
H 6.5501 1.6833 -5.7304 -0.05 -0.03 -0.14
H 5.6813 0.1357 -5.5297 0.00 0.03 -0.15
H 5.7840 1.2856 -4.1812 -0.21 0.12 -0.06
C 5.1856 -4.1415 -5.7331 -0.05 -0.03 -0.19
O 4.9081 -3.4279 -4.5303 -0.07 0.01 -0.08
C 5.7408 -3.7053 -3.5250 -0.07 0.15 0.04
O 6.6583 -4.4820 -3.5700 0.09 -0.12 -0.03
O 5.3787 -2.9749 -2.4794 -0.01 0.00 0.09
C 6.1897 -3.1665 -1.3156 0.04 0.12 0.35
H 4.4421 -3.8227 -6.4577 -0.05 0.08 0.07
H 6.1790 -3.8980 -6.1048 0.05 -0.06 0.05
H 5.0986 -5.2147 -5.5733 0.09 -0.01 0.03
H 7.2236 -2.8932 -1.5127 0.02 -0.08 -0.10
H 6.1303 -4.1981 -0.9735 0.06 -0.05 -0.10
H 5.7968 -2.5091 -0.5455 -0.11 0.09 -0.11
C 7.7930 8.0336 1.0728 0.22 -0.11 -0.09
O 6.9954 9.2150 1.2181 0.09 0.07 -0.01
C 5.7535 8.9640 1.6296 0.12 0.08 -0.11
O 5.3028 7.8817 1.8703 -0.18 -0.13 0.12
O 5.0985 10.1264 1.7217 0.00 0.09 0.01
C 3.7447 9.9838 2.1503 -0.20 0.11 0.04
H 8.7714 8.3641 0.7358 -0.04 0.13 0.00
H 7.8917 7.5175 2.0250 -0.10 -0.06 -0.01
H 7.3600 7.3646 0.3324 -0.07 -0.05 0.08
H 3.6995 9.5381 3.1420 0.00 -0.10 -0.03
H 3.1790 9.3784 1.4449 0.03 -0.10 0.04
H 3.3257 10.9857 2.1846 0.10 0.05 -0.04
C 0.7783 -3.3160 4.6149 0.23 -0.03 -0.08
O -0.2163 -2.3728 5.0165 0.06 0.04 -0.01
C -1.3919 -2.9090 5.3263 0.03 0.11 -0.08
O -1.6674 -4.0800 5.2963 -0.04 -0.14 0.01
O -2.2164 -1.9228 5.6694 -0.08 0.11 0.09
C -3.5302 -2.3539 6.0230 -0.13 0.05 0.11
H 1.6732 -2.7425 4.3946 -0.05 0.11 0.02
H 0.9871 -4.0198 5.4183 -0.08 -0.06 -0.02
H 0.4620 -3.8504 3.7212 -0.06 -0.08 0.05
H -3.5048 -3.0104 6.8906 0.04 -0.11 -0.07
H -4.0068 -2.8557 5.1882 0.09 -0.13 0.06
H -4.0972 -1.4634 6.2745 0.12 0.11 -0.02
```
Forces are in eV/Å.

charge = -1
orbital gap = 6.666 eV
LUMO level = 1.78 eV
maximum force = 3.04 eV Å⁻¹
2S+1 = 1

Atom charges from the Löwdin analysis, given in e for atoms 1 to 6:
1 O 0.11
2 C -0.58
3 F 0.06
4 N 0.12
5 C -0.47
6 O -0.03

no.,molar mass (g mol⁻¹),HOMO energy (hartree)
1,996.8,-0.402
2,1076.4,-0.179